Entry 1:
79
Properties=species:S:1:pos:R:3:forces:R:3 method="wB97M-V/def2-TZVPD" e_above_lowest_kcal_mol=0.00 homo_energy_ev="-6.003 / -6.006" charge=0 total_energy_ha=-7687.0205 homo_lumo_gap_ev="4.88 / 4.88"
Mo -0.141 -0.434 0.245 1.53 -1.19 0.37
C 0.201 -0.730 -4.307 -0.11 0.12 0.01
C 0.967 -1.872 -4.460 0.09 -0.06 0.22
C 1.546 -2.438 -3.348 0.08 -0.02 -0.20
C 1.288 -1.883 -2.095 -0.01 0.05 0.20
N 0.457 -0.796 -1.903 0.14 0.07 -0.41
C -0.005 -0.189 -3.035 0.06 -0.24 -0.34
C 1.880 -2.348 -0.883 -0.35 -0.05 -0.12
C 3.228 -2.809 -0.721 0.12 0.12 0.13
C 3.906 -2.583 0.423 0.06 -0.08 -0.25
C 3.245 -2.044 1.630 -0.33 -0.04 0.14
C 1.757 -1.879 1.472 0.26 0.23 -0.38
N 1.235 -1.825 0.170 0.54 -0.51 -0.08
H -0.256 -0.243 -5.156 0.02 0.02 0.01
H 1.103 -2.312 -5.440 0.02 0.02 -0.01
H 2.171 -3.317 -3.419 -0.02 0.00 0.02
H -1.161 1.138 -2.023 0.03 0.02 0.06
H 3.739 -3.221 -1.582 0.03 0.02 0.01
H 4.962 -2.804 0.492 -0.02 -0.07 0.02
H 3.815 -1.390 2.278 -0.02 0.00 0.03
H 0.286 -1.442 2.815 -0.05 -0.02 -0.07
O -2.351 2.370 1.320 -0.05 0.06 0.04
S -2.337 0.989 0.940 -0.88 0.44 0.08
O -3.598 0.326 0.751 -0.13 0.12 0.09
O -1.427 0.174 1.842 0.00 -0.03 -0.12
O -1.518 0.858 -0.388 -0.80 0.79 -0.11
Br 2.273 -1.721 6.384 -0.07 0.09 -0.23
C 2.156 -1.595 4.463 -0.11 -0.79 0.49
C 2.121 -2.777 3.802 0.19 0.35 -0.09
C 2.277 -2.995 2.347 0.06 -0.13 0.15
N 0.866 -0.946 2.140 0.04 0.19 0.23
C 1.525 0.110 2.832 0.15 -0.77 0.57
C 2.126 -0.228 3.991 -0.16 0.73 -0.47
C 1.472 1.369 2.118 -0.04 0.70 -0.51
C 1.854 2.582 2.683 -0.01 -0.39 0.15
C 1.758 3.728 1.930 -0.05 0.16 -0.26
Br 2.235 5.390 2.678 -0.01 -0.07 -0.03
C 1.316 3.652 0.616 0.15 0.12 0.32
C 0.966 2.416 0.126 -0.01 -0.14 -0.25
N 1.009 1.281 0.839 0.55 0.85 0.53
H 2.102 -3.679 4.399 -0.04 0.03 0.06
H 2.252 -4.020 2.003 -0.01 0.01 -0.02
H 2.560 0.536 4.621 0.10 -0.06 0.01
H 2.187 2.617 3.711 0.03 0.02 -0.02
H 1.245 4.535 -0.002 -0.03 -0.03 -0.03
H 0.627 2.313 -0.896 -0.08 -0.04 0.01
N -5.765 -4.760 0.792 0.04 -0.03 0.04
C -5.230 -4.262 -0.356 -0.25 -0.03 0.02
O -5.715 -4.478 -1.448 0.08 0.01 0.01
C -3.988 -3.437 -0.204 0.40 0.21 -0.03
C -3.125 -3.513 0.883 -0.20 -0.13 -0.04
C -1.992 -2.730 0.898 0.16 0.04 0.01
N -1.662 -1.878 -0.082 -1.09 -0.72 -0.03
C -2.500 -1.813 -1.130 0.28 0.01 -0.05
C -3.646 -2.569 -1.230 -0.26 -0.17 0.01
H -6.645 -5.239 0.708 -0.01 0.01 -0.01
H -5.514 -4.393 1.692 0.01 0.04 -0.02
H -3.310 -4.180 1.714 0.04 -0.02 -0.01
H -1.305 -2.781 1.732 -0.02 0.04 0.02
H -2.226 -1.125 -1.915 -0.04 0.05 0.03
H -4.296 -2.487 -2.090 0.06 0.01 -0.04
C 1.293 2.346 -4.545 -0.07 0.00 -0.01
C -0.187 2.465 -4.787 0.05 0.04 0.05
C -0.653 3.274 -5.819 -0.01 -0.01 0.00
C -2.009 3.444 -6.035 -0.01 0.00 0.00
C -2.921 2.799 -5.214 0.00 0.03 0.01
C -2.495 1.969 -4.186 0.00 -0.06 -0.04
C -3.501 1.241 -3.335 0.06 0.01 0.01
C -1.119 1.801 -3.984 -0.03 -0.03 -0.15
N -0.680 0.993 -2.904 -0.10 0.15 0.23
H 1.797 3.260 -4.856 0.02 -0.02 0.00
H 1.724 1.515 -5.109 0.01 -0.02 0.03
H 1.507 2.169 -3.490 0.02 -0.01 -0.01
H 0.066 3.790 -6.445 -0.01 0.01 0.00
H -2.357 4.086 -6.834 0.01 -0.01 0.00
H -3.983 2.936 -5.374 0.00 0.00 0.00
H -4.510 1.575 -3.570 -0.01 -0.01 -0.01
H -3.338 1.397 -2.269 -0.01 0.00 0.05
H -3.453 0.164 -3.520 0.01 -0.01 0.01

---

Entry 2:
20
Properties=species:S:1:pos:R:3:forces:R:3 method="wB97M-V/def2-TZVPD" e_above_lowest_kcal_mol=139.73 homo_energy_ev=-6.978 charge=0 total_energy_ha=-290.9361 homo_lumo_gap_ev=8.01
C -0.881 -1.185 1.625 0.01 -0.03 -0.04
C -0.401 0.098 0.998 -0.19 0.00 0.13
N 0.932 0.115 0.385 0.07 -0.02 -0.07
C 1.867 1.197 0.648 0.12 0.12 0.02
C -0.168 0.385 -0.426 -0.04 0.11 0.04
C -0.481 1.423 -1.339 0.02 0.32 0.06
C -0.455 -1.440 -1.449 0.01 -0.20 -0.02
H -0.579 -1.219 2.677 -0.04 0.02 -0.15
H -1.974 -1.248 1.582 0.15 0.01 0.01
H -0.456 -2.052 1.116 -0.06 0.13 0.07
H -0.694 1.008 1.532 0.06 -0.10 -0.07
H 2.632 1.205 -0.135 -0.10 0.00 0.11
H 1.378 2.181 0.671 0.05 -0.14 0.01
H 2.358 1.008 1.606 -0.07 0.03 -0.13
H -0.545 -0.010 -1.661 0.00 -0.33 -0.08
H -1.445 1.912 -1.263 0.12 -0.08 0.00
H 0.336 1.926 -1.846 -0.10 -0.08 0.05
H 0.449 -1.956 -1.127 -0.14 0.06 -0.03
H -0.510 -1.456 -2.551 0.00 0.09 0.12
H -1.363 -1.891 -1.044 0.14 0.09 -0.04

---

Entry 3:
7
Properties=species:S:1:pos:R:3:forces:R:3 method="wB97M-V/def2-TZVPD" e_above_lowest_kcal_mol=8.72 homo_energy_ev=-9.701 charge=0 total_energy_ha=-1761.2182 homo_lumo_gap_ev=10.13 smiles=ClPC(Cl)Cl
Cl 0.373 2.046 -1.151 0.80 0.27 -0.15
P -0.902 0.958 -0.071 -1.04 -0.55 2.88
C -0.117 -0.726 -0.010 1.01 -0.57 0.76
Cl 0.088 -1.348 -1.653 -0.36 -0.32 0.08
Cl 1.495 -0.578 0.746 0.85 -0.05 0.06
H -0.408 1.127 1.415 -0.69 0.26 -2.23
H -0.529 -1.479 0.723 -0.56 0.96 -1.39

---

Entry 4:
12
Properties=species:S:1:pos:R:3:forces:R:3 method="wB97M-V/def2-TZVPD" e_above_lowest_kcal_mol=0.16 homo_energy_ev=-8.601 charge=0 total_energy_ha=-360.6692 homo_lumo_gap_ev=9.29 smiles="Cc1coc(=O)[nH]1"
C 1.332 0.719 0.888 0.03 0.01 0.05
C 0.136 0.078 0.273 -0.15 -0.06 0.11
C -0.961 -0.466 0.812 0.21 0.15 0.15
O -1.796 -0.944 -0.176 -0.05 -0.01 -0.18
C -1.220 -0.685 -1.393 -0.02 -0.03 -0.22
O -1.712 -0.955 -2.458 0.19 0.07 0.36
N -0.020 -0.076 -1.108 -0.04 -0.03 -0.11
H 2.173 0.022 0.958 -0.10 0.08 -0.06
H 1.661 1.586 0.306 -0.09 -0.11 0.07
H 1.095 1.066 1.897 0.03 -0.08 -0.12
H -1.293 -0.587 1.830 0.07 0.04 -0.13
H 0.605 0.242 -1.829 -0.08 -0.03 0.08

---

Entry 5:
14
Properties=species:S:1:pos:R:3:forces:R:3 method="wB97M-V/def2-TZVPD" e_above_lowest_kcal_mol=47.77 homo_energy_ev=-8.325 charge=0 total_energy_ha=-307.6363 homo_lumo_gap_ev=9.19 smiles="CO/C(C)=C/O"
C 1.181 -1.164 -1.378 0.29 0.07 0.03
O -0.088 -0.967 -0.790 -0.34 0.04 0.18
C -0.287 -0.037 0.194 -0.04 0.06 -0.02
C -1.749 0.279 0.326 0.07 -0.01 0.00
C 0.662 0.525 0.942 0.21 -0.13 -0.09
O 0.374 1.477 1.910 -0.09 0.17 0.06
H 1.388 -2.237 -1.379 0.01 0.13 -0.04
H 1.986 -0.650 -0.848 -0.15 -0.10 -0.12
H 1.141 -0.794 -2.409 0.08 -0.09 0.11
H -2.316 -0.657 0.385 0.10 0.15 -0.01
H -2.094 0.817 -0.565 0.00 -0.06 0.13
H -1.952 0.879 1.218 0.07 -0.16 -0.21
H 1.716 0.260 0.914 -0.24 -0.01 -0.10
H 0.038 2.271 1.479 0.04 -0.07 0.07

---

Entry 6:
18
Properties=species:S:1:pos:R:3:forces:R:3 method="wB97M-V/def2-TZVPD" e_above_lowest_kcal_mol=81.75 homo_energy_ev="-7.900 / -7.114" charge=0 total_energy_ha=-613.5711 homo_lumo_gap_ev="8.24 / 7.39"
C -0.359 1.042 1.962 -0.22 -1.93 -0.30
C -0.035 -1.846 1.085 -0.24 -0.01 0.18
C 1.335 1.139 -1.519 -0.21 -0.32 -0.03
C -1.334 0.167 -1.291 0.37 -0.15 0.00
C 0.724 -0.815 0.342 -0.28 0.76 0.82
O -1.120 0.407 2.621 0.59 1.01 -0.38
P 0.407 -0.450 -1.360 -0.10 0.37 -0.21
H -0.149 2.111 2.086 0.00 0.47 0.16
H -0.612 -2.489 0.420 0.01 -0.14 -0.04
H 0.613 -2.455 1.714 0.00 -0.10 -0.05
H -0.761 -1.363 1.764 0.13 -0.23 -0.15
H 1.198 1.548 -2.519 0.01 0.04 -0.02
H 2.394 0.936 -1.373 0.06 0.04 -0.01
H 0.993 1.852 -0.772 0.00 0.10 0.04
H -1.621 0.563 -2.263 -0.05 0.02 -0.06
H -1.419 0.936 -0.524 -0.06 0.07 0.01
H -1.991 -0.663 -1.045 -0.11 -0.03 0.02
H 1.736 -0.618 0.671 0.10 0.02 0.02

---

Entry 7:
71
Properties=species:S:1:pos:R:3:forces:R:3 method="wB97M-V/def2-TZVPD" homo_energy_ev=-10.174 charge=0 total_energy_ha=-2824.9763 homo_lumo_gap_ev=9.98 smiles="C=CCN(CON=O)S(=O)(=O)F.CCOP(=O)(OCC)OCC.CCOP(=O)(OCC)OCC"
C -2.769 -3.740 5.260 0.09 -0.27 0.18
C -2.335 -3.449 4.046 -0.12 0.11 -0.26
C -2.691 -2.193 3.277 0.88 -0.12 -0.12
N -4.135 -2.040 2.932 0.18 0.65 0.47
C -4.844 -3.311 2.819 -0.43 -0.78 -0.76
O -6.086 -3.143 2.158 0.25 0.45 0.01
N -7.126 -3.849 2.929 0.29 -0.13 0.44
O -7.931 -3.115 3.285 -0.48 0.10 -0.27
S -4.928 -0.941 3.874 -1.12 -0.60 0.41
O -4.969 -1.365 5.234 0.54 0.24 0.18
O -6.144 -0.542 3.279 0.15 0.24 -0.41
F -3.939 0.258 3.768 0.13 -0.15 -0.05
H -3.226 -3.018 5.924 -0.42 -0.06 -0.21
H -2.685 -4.766 5.599 0.41 0.17 0.37
H -1.704 -4.169 3.535 -0.34 -0.13 -0.24
H -2.326 -1.329 3.831 -0.32 0.11 -0.03
H -2.144 -2.171 2.333 -0.06 -0.09 -0.01
H -5.024 -3.810 3.775 0.18 0.15 0.12
H -4.220 -3.963 2.203 0.24 0.12 0.14
C 3.336 -4.865 0.424 -0.03 0.12 -0.14
C 3.534 -3.682 1.349 0.17 -0.41 0.33
O 3.510 -2.437 0.653 -0.51 -0.41 -0.63
P 2.115 -1.729 0.240 3.95 3.20 2.49
O 1.152 -1.984 1.325 -1.56 -1.36 -1.75
O 2.548 -0.177 0.452 -0.53 -0.02 -0.35
C 1.821 0.690 1.328 0.04 0.13 0.28
C 2.458 0.737 2.702 0.20 0.02 0.02
O 2.284 -1.608 -1.333 -1.36 -1.13 0.15
C 3.229 -2.285 -2.166 0.17 -0.46 -0.74
C 2.611 -3.486 -2.858 -0.27 0.13 0.01
H 2.359 -4.818 -0.063 -0.03 -0.06 0.09
H 3.394 -5.800 0.982 -0.02 0.01 0.02
H 4.099 -4.882 -0.355 0.01 -0.01 0.01
H 2.795 -3.697 2.152 -0.11 0.18 -0.10
H 4.516 -3.746 1.819 0.03 0.13 -0.06
H 0.776 0.388 1.389 0.03 -0.16 0.01
H 1.842 1.684 0.876 0.06 -0.05 -0.10
H 2.679 -0.265 3.071 -0.18 -0.05 -0.02
H 1.802 1.238 3.415 0.00 0.01 -0.01
H 3.404 1.279 2.666 -0.01 0.02 -0.01
H 4.137 -2.553 -1.632 -0.20 0.03 0.39
H 3.524 -1.555 -2.921 -0.09 0.14 0.11
H 2.086 -4.123 -2.147 0.13 -0.07 0.02
H 3.375 -4.073 -3.367 0.02 0.01 0.03
H 1.877 -3.164 -3.597 0.01 0.00 -0.01
C 1.129 3.258 -5.451 0.01 -0.08 0.17
C 0.052 4.209 -4.971 -0.06 0.10 -0.54
O -0.322 3.967 -3.617 0.69 -0.32 0.19
P 0.564 4.536 -2.387 -5.30 0.82 0.30
O 1.083 5.853 -2.797 2.45 -1.02 0.15
O -0.602 4.890 -1.315 0.46 -0.07 0.21
C -0.735 6.205 -0.771 -0.18 0.26 -0.07
C -1.750 7.018 -1.550 -0.19 -0.08 -0.04
O 0.910 3.189 -1.624 1.55 0.48 -0.49
C 0.793 1.850 -2.111 0.30 -0.85 -0.09
C 2.125 1.297 -2.573 0.28 0.29 0.13
H 2.043 3.380 -4.866 0.02 0.07 -0.08
H 1.366 3.446 -6.499 0.00 0.03 0.01
H 0.804 2.221 -5.354 -0.01 0.00 -0.01
H 0.366 5.244 -5.113 0.03 0.02 0.23
H -0.852 4.065 -5.564 -0.07 -0.03 0.12
H 0.229 6.709 -0.739 0.04 -0.05 -0.15
H -1.070 6.085 0.260 0.00 -0.14 -0.02
H -1.577 6.943 -2.623 0.18 0.07 0.02
H -1.709 8.068 -1.259 0.00 -0.01 0.01
H -2.760 6.648 -1.362 0.00 0.01 0.02
H 0.026 1.751 -2.877 0.02 0.45 -0.09
H 0.444 1.262 -1.260 0.00 0.17 0.10
H 2.628 1.987 -3.251 -0.13 -0.05 -0.12
H 1.990 0.338 -3.070 -0.05 0.01 -0.01
H 2.787 1.150 -1.719 -0.02 -0.08 0.01

---

Entry 8:
13
Properties=species:S:1:pos:R:3:forces:R:3 method="wB97M-V/def2-TZVPD" e_above_lowest_kcal_mol=117.12 homo_energy_ev=-9.910 charge=0 total_energy_ha=-435.7339 homo_lumo_gap_ev=8.98
O 1.613 0.796 1.087 -2.50 -1.00 1.78
C 0.678 0.641 1.905 2.57 2.77 -0.93
C -0.666 -0.031 1.590 0.22 1.22 4.26
C -1.127 -0.364 0.414 2.05 -1.03 -2.85
C -0.305 -0.667 -0.946 -5.36 -0.45 -0.70
O -0.915 -1.663 -1.542 4.39 4.46 1.78
N 0.369 0.481 -1.530 0.69 -3.68 1.41
O 1.119 -0.003 -2.629 1.82 1.91 0.15
H 0.887 1.390 2.915 -1.32 -2.62 -2.07
H -1.304 -0.065 2.571 0.87 0.07 -2.19
H -2.095 -0.722 0.125 -0.58 -0.02 0.81
H 1.109 0.846 -0.838 -1.42 -0.72 -1.11
H 0.636 -0.641 -3.121 -1.43 -0.91 -0.33

---

- What is the charge in the first record?
  0